(1)
103
Properties=species:S:1:pos:R:3 method="wB97M-V/def2-TZVPD" orbital_gap_ev=8.97 e_homo_ha=-0.344 lumo_energy_ev=-0.399 total_charge=0
C 2.243 4.547 -0.013
B 1.566 3.161 0.325
O 2.294 2.254 1.058
C 0.096 2.754 -0.123
C -1.001 3.574 0.013
C -2.274 3.245 -0.392
C -3.366 4.280 -0.201
C -4.441 3.899 0.824
C -5.460 5.067 0.867
I -3.605 3.742 2.802
C -2.507 2.009 -0.978
C -3.873 1.582 -1.456
C -4.428 0.264 -0.839
O -3.637 -0.259 0.231
C -5.858 0.382 -0.328
N -6.813 0.689 -1.411
C -1.415 1.198 -1.113
C -0.127 1.518 -0.707
C 0.814 0.381 -1.057
O 2.023 0.382 -1.092
N -0.048 -0.699 -1.388
C -1.330 -0.164 -1.738
O -2.095 -0.779 -2.448
H 2.884 4.399 -0.891
H 2.863 4.917 0.807
H 1.454 5.279 -0.211
H 1.722 1.737 1.634
H -0.835 4.559 0.442
H -3.807 4.526 -1.175
H -2.872 5.188 0.160
H -4.971 2.998 0.523
H -4.961 5.891 1.386
H -6.373 4.807 1.401
H -5.661 5.435 -0.145
H -4.615 2.377 -1.366
H -3.782 1.405 -2.534
H -4.445 -0.514 -1.607
H -3.126 -0.989 -0.127
H -6.124 -0.614 0.040
H -5.955 1.047 0.543
H -6.938 1.697 -1.458
H -7.723 0.354 -1.112
H 0.272 -1.052 -2.294
C 1.232 5.957 -5.005
C 1.331 4.874 -3.942
C 1.525 3.500 -4.567
O 0.150 4.874 -3.141
H 0.373 5.778 -5.659
H 1.085 6.934 -4.543
H 2.133 5.993 -5.620
H 2.164 5.093 -3.273
H 0.675 3.244 -5.206
H 1.587 2.734 -3.792
H 2.435 3.463 -5.168
H -0.600 4.682 -3.714
C -3.267 0.039 6.323
C -2.168 0.825 5.625
C -0.789 0.363 6.071
O -2.322 2.218 5.901
H -3.216 0.183 7.406
H -4.249 0.386 6.000
H -3.186 -1.028 6.111
H -2.263 0.707 4.545
H -0.660 0.517 7.146
H -0.012 0.940 5.568
H -0.636 -0.694 5.851
H -2.242 2.344 6.852
C -0.094 -3.908 -0.390
C 0.600 -5.142 0.165
C 1.804 -5.524 -0.681
O -0.320 -6.235 0.213
H -0.463 -4.093 -1.403
H -0.961 -3.650 0.221
H 0.580 -3.054 -0.416
H 0.918 -4.953 1.192
H 1.501 -5.763 -1.704
H 2.287 -6.415 -0.275
H 2.536 -4.716 -0.716
H -0.610 -6.415 -0.687
C 6.023 0.578 -0.993
C 6.008 0.053 -2.421
C 5.856 1.187 -3.424
O 4.940 -0.877 -2.579
H 5.084 1.088 -0.760
H 6.125 -0.244 -0.284
H 6.847 1.278 -0.836
H 6.932 -0.492 -2.621
H 4.911 1.715 -3.266
H 5.839 0.796 -4.443
H 6.674 1.904 -3.339
H 4.116 -0.407 -2.403
C 4.072 -7.880 2.558
C 3.348 -9.202 2.759
C 3.119 -9.913 1.434
O 2.095 -8.974 3.403
H 3.478 -7.208 1.931
H 4.222 -7.375 3.513
H 5.044 -8.028 2.085
H 3.931 -9.842 3.423
H 2.496 -9.304 0.772
H 2.593 -10.856 1.592
H 4.063 -10.122 0.927
H 1.566 -8.410 2.829



(2)
104
Properties=species:S:1:pos:R:3 method="wB97M-V/def2-TZVPD" orbital_gap_ev=9.21 e_homo_ha=-0.323 lumo_energy_ev=0.408 relative_energy_ev=3.792 total_charge=0
C 3.215 1.826 -1.228
C 2.990 0.621 -2.098
O 3.715 -0.348 -2.046
C 1.834 0.703 -3.074
H 2.486 1.834 -0.417
H 3.194 2.780 -1.754
H 4.215 1.738 -0.800
H 1.895 1.585 -3.708
H 0.958 0.700 -2.418
H 1.808 -0.170 -3.724
C 4.515 -2.608 1.962
C 4.945 -3.622 0.944
O 4.418 -4.712 0.959
C 5.900 -3.144 -0.100
H 3.886 -1.831 1.518
H 5.366 -2.048 2.362
H 3.960 -3.071 2.774
H 6.902 -2.989 0.300
H 5.524 -2.203 -0.509
H 5.975 -3.848 -0.929
C 2.675 -1.798 -3.411
C 1.576 -2.277 -2.473
O 0.422 -1.954 -2.641
C 2.015 -3.201 -1.371
H 3.346 -1.123 -2.881
H 2.247 -1.338 -4.299
H 3.176 -2.713 -3.739
H 1.840 -2.684 -0.427
H 3.067 -3.454 -1.465
H 1.390 -4.092 -1.431
C 1.760 -1.071 0.812
C 0.702 0.008 0.920
O 0.904 1.002 1.581
C -0.558 -0.259 0.138
H 2.756 -0.673 1.018
H 1.775 -1.484 -0.198
H 1.638 -1.874 1.543
H -1.396 -0.219 0.835
H -0.533 -1.242 -0.328
H -0.714 0.467 -0.662
O -2.634 -2.499 1.420
C -3.580 -1.843 1.057
O -4.145 -1.976 -0.147
C -3.551 -2.765 -1.137
C -2.793 -1.923 -2.165
C -4.264 -0.799 1.880
H -4.270 -3.348 -1.719
H -2.940 -3.576 -0.732
H -1.997 -1.304 -1.757
H -3.486 -1.280 -2.711
H -2.319 -2.569 -2.904
H -4.502 -1.138 2.882
H -5.091 -0.328 1.356
H -3.509 -0.007 1.906
O -3.830 3.432 -2.715
C -3.534 2.333 -2.327
O -2.899 1.380 -3.005
C -2.602 1.600 -4.384
C -1.682 0.517 -4.888
C -3.853 1.868 -0.916
H -2.095 2.562 -4.499
H -3.518 1.742 -4.964
H -0.750 0.598 -4.328
H -1.435 0.661 -5.938
H -2.119 -0.471 -4.744
H -3.281 2.523 -0.256
H -3.588 0.828 -0.737
H -4.885 2.028 -0.607
O 0.102 3.484 -3.627
C -0.551 4.460 -3.326
O -0.583 5.054 -2.153
C 0.327 4.675 -1.108
C 0.049 3.298 -0.520
C -1.507 5.132 -4.269
H 0.334 5.461 -0.362
H 1.293 4.628 -1.616
H -0.951 3.186 -0.100
H 0.687 3.141 0.354
H 0.260 2.454 -1.171
H -1.242 6.187 -4.307
H -2.528 4.896 -3.966
H -1.431 4.698 -5.265
O 1.344 -2.425 4.638
C 0.182 -2.228 4.883
O -0.527 -2.950 5.773
C 0.113 -4.088 6.333
C 0.498 -3.794 7.785
C -0.631 -1.204 4.110
H 0.984 -4.344 5.731
H -0.525 -4.973 6.319
H 1.285 -4.454 8.148
H -0.361 -3.834 8.453
H 0.887 -2.774 7.802
H -1.307 -1.837 3.532
H 0.046 -0.627 3.492
H -1.109 -0.542 4.832
Br -3.120 2.714 2.442
C -1.459 3.210 3.341
C -1.239 4.700 3.357
Br -2.068 5.601 4.866
H -0.619 2.703 2.864
H -1.486 2.779 4.339
H -1.596 5.194 2.457
H -0.190 4.962 3.475



(3)
111
Properties=species:S:1:pos:R:3 method="wB97M-V/def2-TZVPD" orbital_gap_ev=9.41 e_homo_ha=-0.342 lumo_energy_ev=0.101 relative_energy_ev=0.617 total_charge=0
C -0.366 0.681 -0.789
C -0.122 -0.639 -0.052
C 0.683 -0.212 1.183
O 0.443 1.167 1.401
C -0.382 1.690 0.354
H -1.311 0.665 -1.325
H 0.480 0.924 -1.431
H 0.384 -1.408 -0.633
H -1.058 -1.074 0.310
H 1.758 -0.338 0.989
H 0.428 -0.800 2.066
H 0.036 2.667 0.103
H -1.389 1.847 0.764
C -1.081 1.001 6.467
C -2.449 0.307 6.257
C -2.505 0.053 4.753
O -1.135 -0.034 4.345
C -0.351 0.859 5.127
H -0.539 0.775 7.381
H -1.308 2.069 6.569
H -3.246 0.948 6.629
H -2.470 -0.646 6.784
H -3.046 0.780 4.143
H -2.865 -0.956 4.550
H -0.227 1.844 4.668
H 0.620 0.368 5.188
C -1.489 -3.170 2.565
C -0.391 -4.060 1.994
C -0.964 -4.352 0.619
O -2.296 -4.713 0.928
C -2.746 -3.665 1.794
H -1.259 -2.152 2.250
H -1.649 -3.219 3.638
H -0.317 -4.999 2.546
H 0.573 -3.551 2.056
H -0.401 -5.142 0.127
H -0.967 -3.446 -0.003
H -3.502 -4.031 2.486
H -3.195 -2.891 1.161
C -4.304 3.261 0.087
C -5.369 3.934 -0.781
C -5.807 2.812 -1.736
O -5.247 1.593 -1.220
C -4.799 1.832 0.103
H -4.187 3.698 1.078
H -3.335 3.350 -0.412
H -5.079 4.849 -1.295
H -6.204 4.255 -0.150
H -5.429 2.952 -2.748
H -6.893 2.706 -1.767
H -4.001 1.117 0.337
H -5.577 1.624 0.849
C 0.289 -4.255 -3.402
C 1.790 -3.944 -3.191
C 1.801 -2.441 -3.409
O 0.830 -2.172 -4.398
C -0.245 -3.075 -4.226
H -0.140 -4.114 -2.407
H 0.044 -5.238 -3.787
H 2.450 -4.443 -3.901
H 2.076 -4.201 -2.171
H 2.738 -1.979 -3.715
H 1.519 -1.874 -2.503
H -0.643 -3.347 -5.204
H -1.077 -2.628 -3.678
C 5.161 3.555 -2.875
C 4.478 2.827 -1.725
C 3.087 2.504 -2.289
O 3.205 2.565 -3.717
C 4.530 2.860 -4.082
H 6.246 3.505 -2.842
H 4.833 4.598 -2.894
H 4.367 3.434 -0.826
H 5.016 1.906 -1.509
H 2.382 3.298 -2.023
H 2.748 1.510 -2.001
H 4.588 3.480 -4.979
H 5.087 1.943 -4.331
C -4.526 -1.635 -1.660
C -3.904 -0.826 -2.805
O -3.397 -1.761 -3.761
S -4.058 -3.187 -3.505
O -3.157 -4.199 -3.877
O -5.367 -3.202 -4.054
O -4.184 -3.004 -1.938
H -5.614 -1.612 -1.693
H -4.156 -1.304 -0.697
H -3.058 -0.224 -2.474
H -4.583 -0.123 -3.283
C 1.563 4.615 2.681
C 2.580 3.732 1.950
O 3.879 4.098 2.421
S 3.736 5.112 3.650
O 4.718 6.109 3.536
O 3.574 4.369 4.837
O 2.337 5.699 3.202
H 1.115 4.056 3.507
H 0.715 4.967 2.102
H 2.546 3.746 0.862
H 2.375 2.695 2.225
C 5.066 -3.295 -0.836
C 4.652 -2.242 0.197
O 5.338 -1.067 -0.225
S 5.413 -0.994 -1.809
O 6.675 -0.494 -2.187
O 4.240 -0.443 -2.365
O 5.325 -2.574 -2.034
H 4.270 -4.020 -0.992
H 5.986 -3.793 -0.527
H 5.015 -2.547 1.172
H 3.578 -2.057 0.162



(4)
165
Properties=species:S:1:pos:R:3 method="wB97M-V/def2-TZVPD" orbital_gap_ev=10.57 e_homo_ha=-0.395 lumo_energy_ev=-0.189 relative_energy_ev=3.739 total_charge=0
C 2.474 0.465 0.220
C 1.952 0.151 1.593
O 0.990 -0.820 1.294
S 0.194 -0.497 -0.114
O -0.758 0.686 0.036
O -0.306 -1.735 -0.653
O 1.661 -0.052 -0.805
H 3.525 0.221 0.065
H 2.478 1.555 0.245
H 1.585 1.082 2.024
H 2.627 -0.305 2.318
C -8.611 2.121 -1.286
C -9.661 1.263 -2.014
O -10.521 1.013 -0.970
S -10.642 2.124 0.199
O -10.594 1.704 1.607
O -11.645 3.098 -0.235
O -9.151 2.652 -0.166
H -8.183 2.904 -1.912
H -7.747 1.469 -1.158
H -9.174 0.342 -2.336
H -10.058 1.790 -2.882
C 1.654 5.712 7.642
C 1.062 6.888 8.405
O 2.154 7.351 9.310
S 2.938 6.097 9.946
O 2.182 5.466 11.035
O 4.311 6.405 10.065
O 2.601 5.182 8.521
H 2.207 6.068 6.773
H 0.904 5.051 7.210
H 0.249 6.642 9.089
H 0.761 7.646 7.682
C 7.149 -1.485 -5.836
C 7.191 -2.583 -4.838
O 8.409 -2.737 -4.344
S 8.957 -1.192 -3.946
O 10.355 -1.119 -4.299
O 8.409 -0.706 -2.704
O 7.971 -0.596 -5.167
H 6.124 -1.130 -5.947
H 7.694 -1.668 -6.762
H 6.942 -3.480 -5.406
H 6.420 -2.502 -4.072
C -6.831 3.635 7.180
C -5.686 3.498 8.111
O -4.524 3.475 7.376
S -4.713 4.108 5.891
O -4.095 3.223 4.911
O -4.503 5.561 5.800
O -6.379 3.864 5.898
H -7.395 4.538 7.412
H -7.499 2.780 7.284
H -5.706 2.546 8.641
H -5.621 4.253 8.895
C -0.230 -2.663 -6.637
C -1.267 -3.825 -6.597
O -0.675 -5.001 -7.180
S 0.754 -4.686 -7.842
O 0.738 -5.043 -9.268
O 1.854 -5.181 -7.004
O 0.651 -3.058 -7.697
H 0.409 -2.800 -5.764
H -0.682 -1.714 -6.926
H -2.133 -3.523 -7.187
H -1.620 -4.044 -5.590
C -7.189 -7.314 -1.231
C -6.980 -5.834 -1.157
O -7.116 -5.448 -2.529
S -7.218 -6.621 -3.666
O -6.215 -6.429 -4.722
O -8.602 -6.694 -4.154
O -6.827 -7.754 -2.495
H -8.238 -7.596 -1.317
H -6.652 -7.833 -0.437
H -6.023 -5.494 -0.760
H -7.827 -5.311 -0.713
C 8.912 5.760 0.874
C 8.223 7.027 1.114
O 7.397 6.902 2.308
S 7.533 5.396 3.046
O 6.414 4.535 2.694
O 7.912 5.495 4.455
O 8.933 5.127 2.185
H 9.974 5.926 0.694
H 8.373 5.147 0.152
H 7.623 7.398 0.283
H 8.919 7.824 1.373
C 7.356 -6.616 -0.661
C 8.834 -6.623 -0.287
O 8.997 -5.710 0.898
S 7.498 -5.373 1.517
O 7.297 -3.942 1.889
O 7.001 -6.472 2.337
O 6.877 -5.472 -0.009
H 6.881 -7.432 -0.116
H 7.137 -6.508 -1.723
H 9.547 -6.256 -1.025
H 9.091 -7.590 0.145
C -0.850 -8.520 -2.184
C 0.353 -9.132 -2.637
O 1.330 -8.683 -1.776
S 0.820 -8.077 -0.307
O 1.115 -6.603 -0.386
O 1.365 -8.850 0.766
O -0.726 -8.435 -0.742
H -1.780 -9.033 -2.433
H -0.917 -7.510 -2.587
H 0.631 -8.890 -3.663
H 0.234 -10.210 -2.745
C 4.237 -5.764 9.925
C 5.547 -5.586 9.215
O 5.535 -4.158 8.955
S 4.103 -3.410 9.036
O 3.494 -3.395 7.686
O 4.124 -2.223 9.913
O 3.482 -4.566 9.937
H 4.292 -6.338 10.850
H 3.538 -6.358 9.336
H 5.713 -6.196 8.327
H 6.316 -5.711 9.977
C -2.739 5.828 -3.535
C -2.884 6.657 -2.281
O -3.743 7.803 -2.568
S -3.788 8.078 -4.266
O -2.534 8.622 -4.787
O -5.067 8.681 -4.750
O -3.817 6.427 -4.341
H -2.896 4.800 -3.207
H -1.744 6.065 -3.910
H -1.897 6.962 -1.933
H -3.088 5.996 -1.439
C -5.871 2.098 -8.828
C -7.135 2.505 -8.049
O -6.834 2.118 -6.787
S -5.942 0.789 -6.623
O -6.748 -0.397 -6.757
O -5.175 0.809 -5.383
O -5.147 1.381 -7.954
H -5.284 2.957 -9.154
H -5.941 1.551 -9.768
H -7.999 1.878 -8.267
H -7.356 3.572 -8.058
C 4.654 9.083 -5.286
C 3.353 8.748 -6.001
O 2.953 7.498 -5.431
S 3.974 6.933 -4.174
O 4.291 5.513 -4.315
O 3.399 7.491 -2.933
O 5.147 7.817 -4.984
H 4.620 9.762 -4.434
H 5.388 9.524 -5.961
H 3.526 8.688 -7.075
H 2.596 9.512 -5.821
C -3.296 -4.114 4.788
C -2.817 -3.170 5.867
O -3.707 -2.014 5.817
S -5.232 -2.391 5.347
O -5.589 -1.733 4.081
O -6.143 -2.432 6.438
O -4.707 -3.888 4.857
H -3.056 -5.166 4.939
H -2.874 -3.730 3.859
H -1.896 -2.648 5.608
H -2.675 -3.517 6.891